[1]
C32H70F2NO16P4 | ωB97M-V with the def2-TZVPD basis set

Results
**Charge**: +1
**Kohn-Sham gap**: 7.96 eV
**2S+1**: 1

Geometry (Å):
C -3.54 -4.43 -1.28
C -2.71 -3.31 -1.98
C -3.17 -1.85 -1.66
F -4.32 -1.76 -0.87
C -2.05 -0.96 -1.07
C -1.04 -1.46 -0.27
C -0.03 -0.58 0.19
F 0.94 -1.08 0.92
C -0.10 0.78 -0.17
C -1.15 1.19 -0.95
N -2.10 0.35 -1.39
H -4.59 -4.30 -1.57
H -3.15 -5.39 -1.67
H -3.41 -4.40 -0.19
H -1.65 -3.51 -1.75
H -2.82 -3.46 -3.06
H -3.46 -1.39 -2.63
H -1.06 -2.52 -0.04
H 0.67 1.49 0.16
H -1.22 2.24 -1.24
H -2.86 0.70 -1.96
O 2.71 -0.43 7.85
P 1.78 -0.45 6.68
O 0.35 -0.05 7.38
C 0.17 1.33 7.72
C 0.02 2.11 6.43
O 1.60 -2.09 6.58
C 2.52 -2.99 7.20
C 2.02 -3.42 8.56
O 1.14 -0.25 5.16
C 1.23 -1.18 4.08
C 0.00 -2.07 4.03
H 1.00 1.69 8.33
H -0.74 1.41 8.32
H 0.94 2.09 5.85
H -0.23 3.16 6.62
H -0.76 1.66 5.82
H 3.51 -2.56 7.25
H 2.59 -3.86 6.54
H 1.74 -2.56 9.18
H 2.77 -4.01 9.08
H 1.12 -4.02 8.45
H 2.15 -1.76 4.13
H 1.28 -0.59 3.17
H -0.20 -2.57 4.97
H 0.12 -2.83 3.25
H -0.89 -1.47 3.80
O -7.74 -2.29 -4.40
P -8.58 -3.53 -4.46
O -10.09 -2.89 -4.60
C -10.48 -2.34 -5.85
C -10.63 -3.40 -6.92
O -8.56 -3.84 -2.84
C -7.59 -3.27 -1.97
C -8.14 -2.02 -1.31
O -9.14 -5.05 -4.76
C -8.83 -6.19 -3.93
C -9.92 -6.41 -2.90
H -9.76 -1.58 -6.16
H -11.44 -1.84 -5.69
H -9.67 -3.86 -7.16
H -11.04 -2.97 -7.84
H -11.30 -4.20 -6.58
H -6.65 -3.07 -2.50
H -7.36 -4.01 -1.20
H -8.56 -1.33 -2.04
H -7.36 -1.51 -0.75
H -8.95 -2.29 -0.63
H -7.85 -6.08 -3.47
H -8.78 -7.06 -4.58
H -10.13 -5.52 -2.31
H -9.62 -7.21 -2.22
H -10.85 -6.69 -3.39
O 0.33 2.81 -0.07
P 1.11 3.71 0.86
O 0.13 5.03 0.94
C -1.06 4.92 1.71
C -0.78 4.78 3.19
O 2.20 4.23 -0.24
C 2.45 3.55 -1.47
C 1.64 4.15 -2.60
O 2.05 4.27 2.09
C 3.49 4.34 1.99
C 3.94 5.71 1.54
H -1.65 4.08 1.35
H -1.64 5.83 1.53
H -0.28 3.83 3.40
H -1.72 4.80 3.76
H -0.14 5.58 3.56
H 2.26 2.48 -1.37
H 3.51 3.65 -1.69
H 0.58 4.24 -2.34
H 1.72 3.56 -3.51
H 1.99 5.16 -2.81
H 3.87 3.55 1.35
H 3.89 4.16 2.99
H 3.45 6.04 0.62
H 5.02 5.72 1.38
H 3.69 6.46 2.29
O 6.15 2.37 -2.69
P 7.61 2.07 -2.91
O 7.59 0.43 -3.00
C 7.08 -0.18 -4.18
C 7.98 0.05 -5.38
O 8.09 2.26 -1.35
C 7.30 2.98 -0.40
C 6.44 2.03 0.40
O 9.18 2.13 -3.42
C 10.20 2.88 -2.74
C 10.95 2.00 -1.76
H 6.07 0.18 -4.38
H 7.01 -1.25 -3.97
H 8.00 1.11 -5.66
H 7.63 -0.52 -6.24
H 9.01 -0.25 -5.16
H 6.71 3.75 -0.89
H 7.99 3.50 0.26
H 5.87 1.35 -0.24
H 5.74 2.58 1.04
H 7.07 1.40 1.03
H 9.78 3.76 -2.26
H 10.90 3.23 -3.50
H 10.30 1.48 -1.07
H 11.66 2.60 -1.18
H 11.51 1.22 -2.29

Atom charges from the Löwdin analysis, given in e for atoms 1 to 2: C -0.07; C -0.17

[2]
C32H72F2KN5O4S2 | ωB97M-V with the def2-TZVPD basis set

Results
**Charge**: +4
**Energy relative to the best compared isomer or geometry (same formula, charge and spin)**: 70.5 kcal per mole
**Kohn-Sham gap**: 10.03 eV
**2S+1**: 1

Geometry (Å):
K -18.84 18.00 -15.80
C -11.70 9.17 -11.03
C -11.76 10.71 -11.27
C -12.81 11.30 -10.40
N -12.92 12.86 -10.42
C -13.51 13.33 -11.78
C -13.88 13.31 -9.26
C -13.39 14.74 -8.88
C -12.03 14.89 -9.42
C -11.60 13.55 -10.09
H -11.47 8.90 -10.00
H -10.99 8.69 -11.71
H -12.67 8.72 -11.22
H -11.80 10.98 -12.32
H -10.77 11.02 -10.93
H -12.68 11.00 -9.37
H -13.75 10.84 -10.72
H -12.87 13.04 -12.61
H -13.52 14.42 -11.75
H -14.51 12.91 -11.90
H -14.90 13.26 -9.63
H -13.88 12.56 -8.48
H -14.08 15.51 -9.22
H -13.39 14.86 -7.79
H -12.01 15.74 -10.11
H -11.36 15.12 -8.60
H -11.15 13.62 -11.08
H -11.18 12.94 -9.28
C -13.19 18.41 -14.53
C -13.43 17.39 -15.67
C -14.87 17.34 -16.25
N -15.06 16.17 -17.30
C -14.55 14.84 -16.76
C -14.26 16.60 -18.57
C -14.94 15.78 -19.71
C -16.36 15.54 -19.27
C -16.52 15.97 -17.81
H -12.22 18.51 -14.03
H -13.82 18.06 -13.71
H -13.48 19.45 -14.68
H -13.37 16.38 -15.28
H -12.64 17.59 -16.38
H -15.19 18.18 -16.87
H -15.70 17.03 -15.61
H -13.47 14.94 -16.78
H -14.71 14.02 -17.46
H -14.88 14.66 -15.73
H -13.20 16.37 -18.45
H -14.33 17.68 -18.70
H -14.54 14.78 -19.89
H -15.00 16.31 -20.66
H -16.58 14.47 -19.37
H -17.19 16.06 -19.75
H -16.89 15.23 -17.11
H -16.87 17.00 -17.72
C -19.30 12.43 -17.73
C -19.16 10.96 -18.10
C -17.70 10.58 -18.43
N -17.53 9.01 -18.59
C -17.88 8.23 -17.32
C -18.33 8.47 -19.79
C -17.48 7.42 -20.55
C -16.06 7.48 -19.95
C -16.13 8.76 -19.11
H -18.86 12.66 -16.76
H -20.39 12.46 -17.61
H -18.99 13.11 -18.52
H -19.81 10.66 -18.92
H -19.64 10.40 -17.30
H -17.09 10.74 -17.55
H -17.42 11.08 -19.36
H -17.54 7.22 -17.53
H -18.94 8.18 -17.06
H -17.20 8.57 -16.54
H -19.31 8.18 -19.41
H -18.49 9.32 -20.45
H -17.92 6.44 -20.68
H -17.42 7.83 -21.56
H -15.80 6.69 -19.25
H -15.23 7.53 -20.65
H -15.44 8.74 -18.26
H -15.89 9.65 -19.68
C -18.52 21.15 -11.70
C -19.01 20.33 -10.48
C -20.17 19.41 -10.85
N -20.57 18.53 -9.64
C -21.02 19.43 -8.47
C -19.49 17.54 -9.19
C -20.17 16.14 -9.15
C -21.23 16.19 -10.34
C -21.71 17.67 -10.14
H -19.38 21.62 -12.17
H -18.05 20.51 -12.44
H -17.78 21.89 -11.38
H -19.48 21.02 -9.78
H -18.23 19.69 -10.06
H -19.93 18.71 -11.65
H -21.02 20.05 -11.10
H -21.62 18.95 -7.69
H -21.56 20.24 -8.96
H -20.12 19.80 -7.99
H -19.13 17.93 -8.24
H -18.78 17.55 -10.01
H -20.67 15.74 -8.27
H -19.49 15.33 -9.43
H -22.03 15.46 -10.20
H -20.73 16.03 -11.29
H -22.45 17.63 -9.34
H -22.18 18.12 -11.02
N -17.71 16.49 -13.94
S -16.45 16.69 -12.78
O -15.17 16.06 -13.13
O -16.87 16.63 -11.40
F -16.21 18.25 -13.03
S -18.00 15.13 -13.62
O -19.06 14.84 -12.69
O -17.00 14.12 -13.73
F -18.93 14.86 -14.94

Atom charges from the Löwdin analysis, given in e for atoms 1 to 2: K 0.89; C -0.07

Question: Which of these has the highest Kohn-Sham gap?
Answer: C32H72F2KN5O4S2

Question: The highest charge belongs to which entry?
Answer: C32H72F2KN5O4S2

Question: Which value of Kohn-Sham gap does entry 2 give?
Answer: 10.03 eV